Computed, not measured: a structure of composition C5H8N2 in a non-equilibrium geometry, with wB97M-V/def2-TZVPD.

Atoms and positions in Å:
1 C -1.6415 0.0303 -0.6296
2 C -0.5733 0.1463 0.4308
3 C 0.3230 -1.0236 0.8177
4 N 1.3844 -0.0522 1.1463
5 C 0.7821 0.8615 0.1540
6 C 1.3074 0.6939 -1.2180
7 N 1.6707 0.4987 -2.3014
8 H -1.1922 -0.1396 -1.6124
9 H -2.2998 -0.8113 -0.3939
10 H -2.2678 0.9295 -0.6872
11 H -0.9705 0.6177 1.3418
12 H 0.5348 -1.5863 -0.1044
13 H 0.0144 -1.6770 1.6306
14 H 2.3411 -0.3775 1.0130
15 H 0.5872 1.8897 0.4127

- Energy above the lowest of the compared OMol25 structures with the same formula, charge and spin: 36.1 kcal/mol
- HOMO-LUMO gap: 10.880 eV
- E_tot: -8293.4328 eV
- 2S+1: 1